No. 1
C6H9N2 | the ωB97M-V functional and the def2-TZVPD basis

Geometry as XYZ:
```
17
Properties=species:S:1:pos:R:3:forces:R:3
C 2.4197 -0.1075 -0.2856 0.445 -0.386 0.221
C -2.5529 -0.1974 -0.2774 4.451 -2.869 2.300
C -1.3033 0.3915 -0.3033 -0.608 -0.895 -0.591
C -0.0917 -0.3632 -0.1150 3.891 1.936 0.972
C 0.0172 -1.8067 0.2735 -1.756 0.966 -1.377
C 1.0787 1.8609 0.1703 -1.150 0.842 0.115
N 3.4404 -0.6184 -0.3659 0.765 -0.441 -0.220
N 1.2656 0.4851 -0.0897 -7.088 -3.786 -1.225
H -3.4651 0.0584 -0.6259 -2.527 1.937 -1.194
H -2.6290 -1.2100 0.2215 0.275 1.066 -0.748
H -1.1555 1.3939 -0.6467 -0.309 0.357 -0.353
H 0.8673 -1.9445 0.8455 1.999 -0.425 0.864
H -0.8284 -2.0167 0.9312 -0.143 -0.076 -0.154
H -0.0272 -2.5120 -0.5745 0.113 0.370 0.226
H 1.8858 2.1261 0.7737 1.120 0.973 1.188
H 0.1405 1.8792 0.6867 0.003 0.649 1.005
H 0.9378 2.5811 -0.6183 0.519 -0.217 -1.029
```
Positions in Å, forces in eV/Å.

Computed properties:
LUMO energy (alpha / beta) ... -7.061 / -7.060 eV
SMILES ... C=C/C(C)=[N+](\C)C#N
Charge ... +1
Relative energy (zero: lowest compared OMol25 entry of this formula, charge and spin) ... 117.53 kcal per mole
Total energy ... -343.1342 a.u.
HOMO level (alpha / beta) ... -14.49 / -14.49 eV


No. 2
C6H9N2 | the ωB97M-V functional and the def2-TZVPD basis

Geometry as XYZ:
```
17
Properties=species:S:1:pos:R:3:forces:R:3
C -1.1511 -1.9855 -1.2030 -1.009 0.235 -0.415
C -1.5984 -0.6305 -1.1947 2.147 -0.322 1.072
C 0.1886 -0.8566 0.0563 0.706 0.754 0.572
C 1.3465 -0.7283 0.7904 -0.837 0.203 -1.463
C 1.7953 0.5864 1.2951 2.142 -0.822 0.024
C -0.8451 1.4951 -0.2122 0.037 2.506 2.365
N -0.1039 -2.0564 -0.4422 -0.059 -2.368 -0.731
N -0.7802 0.0767 -0.4355 -0.507 -0.805 0.055
H -1.6655 -2.7779 -1.7841 0.821 0.380 0.721
H -2.3071 -0.1435 -1.7449 -2.036 0.986 -1.224
H 1.9344 -1.6910 0.7284 -0.561 1.302 0.734
H 1.7579 1.3493 0.5036 0.902 -0.398 -0.074
H 2.7240 0.5187 1.9151 -0.431 0.238 -1.193
H 1.1325 1.0331 1.9525 -1.879 0.406 1.648
H -0.6006 1.7213 0.8807 -0.614 -0.581 -1.304
H -1.8060 2.0982 -0.3949 1.177 -1.754 -0.205
H -0.0213 1.9910 -0.7106 0.001 0.038 -0.584
```
Positions in Å, forces in eV/Å.

Computed properties:
LUMO energy ... -6.081 eV
SMILES ... C/C=C1/N=CC=[N+]1C
Charge ... +1
Relative energy (zero: lowest compared OMol25 entry of this formula, charge and spin) ... 62.75 kcal per mole
Total energy ... -343.2215 a.u.
HOMO level ... -14.63 eV


No. 3
C6H9N2O | the ωB97M-V functional and the def2-TZVPD basis

Geometry as XYZ:
```
18
Properties=species:S:1:pos:R:3:forces:R:3
C 0.9064 -0.6557 -0.1575 -0.818 1.167 -0.709
C -0.3847 -1.0163 -0.1458 -1.642 -0.409 0.753
C 0.9090 1.7907 0.0204 0.260 0.843 0.120
C 1.5201 0.6850 -0.0478 -0.243 -1.635 0.512
C 3.1159 0.6082 0.1448 -2.599 1.621 0.276
C -2.9229 -1.1118 0.0872 1.239 1.189 -3.073
N -1.6973 -0.2885 -0.0439 4.513 -2.201 0.315
N -1.5860 1.0165 -0.1089 -0.136 1.003 0.516
O -2.5759 1.6956 0.0346 0.860 -0.639 -0.283
H 1.6052 -1.4232 -0.4225 0.190 -0.471 0.375
H -0.4676 -2.1264 -0.0384 -0.671 1.119 -0.585
H 0.9548 2.8697 0.0649 -1.004 -0.073 -0.093
H 3.4689 1.3739 0.8508 0.095 -0.713 -0.319
H 3.3913 0.7605 -0.8536 1.200 0.381 -1.323
H 3.1771 -0.4165 0.3729 0.892 -0.964 0.919
H -3.5954 -0.3341 0.3464 -1.642 0.065 -0.231
H -2.9695 -1.6010 -0.9494 -0.893 0.682 1.636
H -2.8493 -1.8266 0.8458 0.399 -0.964 1.193
```
Positions in Å, forces in eV/Å.

Computed properties:
LUMO energy (alpha / beta) ... -6.461 / -6.462 eV
Charge ... +1
Relative energy (zero: lowest compared OMol25 entry of this formula, charge and spin) ... 156.74 kcal per mole
Total energy ... -418.2637 a.u.
HOMO level (alpha / beta) ... -13.82 / -13.82 eV


No. 4
C6H9N2O6SV | the ωB97M-V functional and the def2-TZVPD basis

Geometry as XYZ:
```
25
Properties=species:S:1:pos:R:3:forces:R:3
V 0.4214 0.6949 -1.2385 0.288 0.171 -0.510
O 1.8530 -0.5450 -1.1044 0.275 -0.489 0.390
C 1.9309 -1.1581 0.2648 0.015 0.012 -0.126
C 0.5219 -1.5252 0.6762 -0.100 -0.005 0.061
N -0.4346 -0.3735 0.6313 0.160 0.049 -0.172
C -1.8029 -0.8171 0.3127 0.165 0.062 0.193
C -1.9547 -0.9536 -1.1816 0.166 -0.005 -0.089
O -2.7096 -1.5621 -1.8211 -0.006 0.065 -0.043
O -0.9133 -0.1560 -1.8204 -0.926 -0.484 -0.167
C -0.3501 0.5345 1.7852 -0.086 -0.214 -0.081
C 0.5209 1.7241 1.4679 0.138 -0.052 -0.149
O 1.0031 2.5182 2.1660 -0.032 0.062 -0.067
O 0.7588 1.7553 0.0309 0.048 0.629 0.934
H 2.6763 -0.6094 -1.6174 0.031 0.034 -0.018
H 2.4156 -0.4290 0.9122 0.012 0.050 -0.022
H 2.5423 -2.0538 0.1903 0.038 -0.004 -0.052
H 0.5704 -1.9498 1.6826 -0.048 -0.024 0.007
H 0.1375 -2.2990 0.0113 0.043 -0.014 -0.040
H -2.5200 -0.0671 0.6486 -0.057 -0.023 -0.035
H -2.0609 -1.7686 0.7788 -0.018 -0.015 0.019
H 0.0461 0.0456 2.6762 0.005 0.005 0.021
H -1.3393 0.9193 2.0342 0.009 0.030 0.059
O -1.4983 3.1572 -2.0346 0.125 -0.125 0.031
S -0.3697 3.0528 -2.9106 0.187 0.228 -0.431
N 0.5552 1.8653 -2.5408 -0.430 0.056 0.289
```
Positions in Å, forces in eV/Å.

Computed properties:
LUMO energy (alpha / beta) ... -10.638 / -10.642 eV
Charge ... +2
Total energy ... -2136.5020 a.u.
HOMO level (alpha / beta) ... -18.87 / -18.87 eV


No. 5
C6H9N2S | the ωB97M-V functional and the def2-TZVPD basis

Geometry as XYZ:
```
18
Properties=species:S:1:pos:R:3:forces:R:3
C -1.3419 0.4946 0.5805 -0.484 -0.132 -0.716
C 1.2855 0.4191 -1.2965 0.118 0.177 -0.129
C 1.5580 -0.1137 0.1122 0.861 0.667 0.105
C -0.6519 -0.9253 0.9906 -1.899 2.573 0.939
C -2.0571 1.7118 1.1721 2.165 -3.274 -0.513
C 0.0684 -0.5090 -1.3586 -0.821 0.635 -0.938
N -0.8180 1.8239 1.0229 -0.271 0.559 0.259
N 0.4153 -1.0772 0.0035 0.024 -0.956 0.344
S -1.5616 0.2719 -1.2169 0.404 -0.253 0.305
H 1.0343 1.4751 -1.3423 0.001 -0.038 0.021
H 2.0553 0.2025 -2.0321 0.016 -0.071 0.030
H 2.5153 -0.6074 0.2622 -0.140 -0.129 0.055
H 1.3815 0.6146 0.9030 -0.045 -0.202 -0.016
H -0.2501 -0.8824 2.0027 0.175 -0.110 -0.105
H -1.3942 -1.7169 0.9018 0.161 0.012 -0.110
H -2.9866 2.1139 1.4883 -0.426 0.564 0.333
H 0.0372 -1.2412 -2.1633 0.130 -0.121 0.206
H 0.7109 -2.0543 -0.0299 0.031 0.099 -0.070
```
Positions in Å, forces in eV/Å.

Computed properties:
LUMO energy ... -3.186 eV
SMILES ... C1=N[C@@]12C[N@@H+]1CC[C@@H]1S2
Charge ... +1
Relative energy (zero: lowest compared OMol25 entry of this formula, charge and spin) ... 58.94 kcal per mole
Total energy ... -741.3671 a.u.
HOMO level ... -13.20 eV


No. 6
C6H9N3 | the ωB97M-V functional and the def2-TZVPD basis

Geometry as XYZ:
```
18
Properties=species:S:1:pos:R:3:forces:R:3
C 2.6322 -0.1427 0.8573 -0.077 -0.323 -0.050
C 2.2789 -1.2131 0.0913 0.053 0.298 0.047
C 1.7322 0.8880 0.5536 0.080 -0.093 0.000
C -1.9405 -0.7686 -0.0288 0.392 -0.751 -0.073
C -2.9443 0.1844 0.3592 -0.486 0.409 0.309
C -0.2393 1.0159 -0.8686 -1.051 0.692 -0.582
N 1.2240 -0.8218 -0.7075 0.389 -0.037 0.099
N -1.3155 -1.7034 -0.2772 -0.204 -0.309 0.006
N 0.8618 0.4368 -0.3702 0.747 -0.125 0.388
H 3.4375 -0.0832 1.5597 0.180 -0.031 0.098
H 2.6962 -2.1926 0.0007 0.059 -0.207 -0.055
H 1.6594 1.8796 0.9500 -0.091 0.168 -0.067
H -3.4157 0.5921 -0.5327 -0.015 0.087 0.031
H -3.6929 -0.3298 0.9653 -0.056 0.050 -0.051
H -2.5005 0.9925 0.9353 -0.018 -0.010 -0.065
H -0.6034 0.6380 -1.8055 0.094 -0.059 -0.171
H -0.3467 2.0679 -0.6740 0.159 0.139 0.068
H 0.4767 -1.4401 -1.0079 -0.157 0.101 0.067
```
Positions in Å, forces in eV/Å.

Computed properties:
LUMO energy (alpha / beta) ... 0.989 / 0.989 eV
Relative energy (zero: lowest compared OMol25 entry of this formula, charge and spin) ... 63.79 kcal per mole
Total energy ... -398.1738 a.u.
HOMO level (alpha / beta) ... -6.08 / -6.08 eV


No. 7
C6H9N3 | the ωB97M-V functional and the def2-TZVPD basis

Geometry as XYZ:
```
18
Properties=species:S:1:pos:R:3:forces:R:3
C 3.0010 0.5244 0.6394 -0.241 1.922 -1.052
C -0.7161 -2.3911 -0.7593 1.532 -2.151 -1.808
C 1.6654 0.6892 0.5911 1.462 0.584 -0.553
C -1.0581 -1.3673 -0.0458 -0.221 1.981 3.854
C 1.2508 1.1271 -0.7088 -0.078 0.024 1.514
C -1.3136 -0.0235 -0.5069 -0.726 0.236 -2.697
N 0.8672 1.4851 -1.7160 -0.184 0.617 -1.821
N -1.7304 2.1788 -0.0482 0.271 -0.798 -1.084
N -1.2069 0.9351 0.2946 -1.470 1.220 1.553
H 3.5075 0.1718 1.4892 0.536 -0.327 1.074
H 3.6256 1.0739 -0.1497 -0.881 -1.726 0.847
H -0.3105 -3.4054 -0.3851 -1.103 1.885 -0.664
H -0.6512 -2.1131 -1.8419 0.037 -1.015 0.751
H 0.9251 0.7423 1.3946 0.310 -0.912 -0.341
H -1.1430 -1.2353 1.0773 0.384 -1.288 -1.087
H -1.5638 0.1617 -1.5873 -0.012 -0.219 0.812
H -1.6511 2.3958 -1.0464 -0.026 -0.206 0.192
H -1.3117 2.9202 0.4706 0.410 0.174 0.512
```
Positions in Å, forces in eV/Å.

Computed properties:
LUMO energy ... 0.335 eV
SMILES ... C=C/C=N/N.C=CC#N
Relative energy (zero: lowest compared OMol25 entry of this formula, charge and spin) ... 79.42 kcal per mole
Total energy ... -398.1489 a.u.
HOMO level ... -8.65 eV


No. 8
C6H9N3 | the ωB97M-V functional and the def2-TZVPD basis

Geometry as XYZ:
```
18
Properties=species:S:1:pos:R:3:forces:R:3
C -0.9273 0.9767 -0.0276 0.033 -0.529 0.163
C -0.1207 -0.6586 -0.0430 0.064 0.775 -0.355
N -0.1610 2.1124 0.1703 0.033 -0.015 -0.010
C -0.1735 0.3846 -1.9995 -0.077 0.024 0.123
C 0.3310 -0.6997 -1.5931 -0.069 -0.118 0.255
C 1.1267 -0.4272 0.7639 0.012 -0.113 0.214
C 1.4130 -1.1327 1.8512 -0.039 0.107 -0.154
N -2.1712 0.9774 0.1998 0.224 -0.012 -0.079
N -1.0587 -1.5340 0.2636 -0.189 -0.156 0.039
H -0.6864 2.9492 0.3799 0.000 -0.085 -0.038
H 0.6776 2.2473 -0.3670 -0.053 -0.031 0.005
H -2.5104 0.0114 0.2035 0.050 0.067 -0.020
H -0.9693 -2.3967 -0.2693 0.041 0.030 0.001
H -0.5082 1.2207 -2.5738 0.014 0.008 -0.053
H 0.8796 -1.5414 -1.9914 0.006 0.034 -0.013
H 1.7936 0.3482 0.4100 -0.013 0.000 -0.017
H 2.3216 -0.9373 2.4073 -0.030 0.003 -0.033
H 0.7437 -1.9001 2.2152 -0.006 0.012 -0.028
```
Positions in Å, forces in eV/Å.

Computed properties:
LUMO energy (alpha / beta) ... -0.921 / -0.484 eV
Relative energy (zero: lowest compared OMol25 entry of this formula, charge and spin) ... 139.91 kcal per mole
Total energy ... -398.0525 a.u.
HOMO level (alpha / beta) ... -8.12 / -8.70 eV


No. 9
C6H9NO | the ωB97M-V functional and the def2-TZVPD basis

Geometry as XYZ:
```
17
Properties=species:S:1:pos:R:3:forces:R:3
C 0.6251 0.3519 0.3498 3.689 0.323 0.481
C 0.4280 1.8030 0.6678 -0.160 0.251 -0.213
C -1.8997 -0.1863 -0.5959 0.614 0.601 -0.292
C 1.5566 -0.1463 -0.4401 -0.603 0.899 0.344
C -1.1595 -0.9142 0.4828 -0.431 -3.564 4.256
C 2.4820 -0.6969 -1.1590 0.108 -0.186 -0.429
O 0.1111 -0.5775 1.2332 -3.975 0.860 -3.418
N -1.6735 -1.9619 1.0097 0.439 0.796 -0.771
H -1.0236 -2.2661 1.7524 -0.509 -0.057 -0.336
H 0.1022 2.3466 -0.2242 0.126 0.050 0.145
H -0.3378 1.9352 1.4370 0.119 -0.141 -0.062
H 1.3618 2.2411 1.0313 -0.142 0.034 -0.043
H -2.1819 0.8125 -0.2537 0.223 0.063 -0.189
H -2.8254 -0.7104 -0.8488 0.347 -0.230 0.468
H -1.3055 -0.1343 -1.5111 -0.005 0.302 0.133
H 2.4093 -0.7124 -2.2409 -0.161 -0.530 -0.001
H 3.3309 -1.1840 -0.6905 0.323 0.527 -0.077
```
Positions in Å, forces in eV/Å.

Computed properties:
LUMO energy ... 0.837 eV
SMILES ... [H]/N=C(/C)OC(C)=C=C
Relative energy (zero: lowest compared OMol25 entry of this formula, charge and spin) ... 83.05 kcal per mole
Total energy ... -363.8919 a.u.
HOMO level ... -8.76 eV


No. 10
C6H9NO | the ωB97M-V functional and the def2-TZVPD basis

Geometry as XYZ:
```
17
Properties=species:S:1:pos:R:3:forces:R:3
C 1.8334 -0.5706 -0.4457 4.778 1.170 -3.926
C -0.1787 -0.8254 0.5743 0.415 2.225 1.997
C 0.2776 0.7097 0.8256 -4.962 3.312 0.416
C -0.1781 0.8752 -0.7146 -0.436 -2.881 2.680
C -1.8068 0.5675 -0.3657 2.614 -0.544 -3.978
C -1.7313 -0.6301 0.4942 2.230 1.638 3.591
H 2.3620 -1.4662 0.0859 -1.670 1.475 -0.733
H 2.2112 -0.6434 -1.6086 0.276 0.434 2.975
H 2.2048 0.5002 0.0744 0.028 -3.500 -2.165
H 0.3059 -1.6947 1.1289 -0.987 1.257 -0.505
H -0.1385 1.6137 1.4138 -0.606 -1.974 0.091
H 1.2417 0.8688 1.0420 2.913 0.196 0.777
H 0.0775 1.6315 -1.5049 -0.039 -0.858 1.035
H -2.5191 1.1561 -0.9890 0.132 -0.070 1.844
H -2.2816 -0.6345 1.4671 -0.086 -0.792 -1.052
N 0.4421 -0.6005 -0.7517 -2.553 -0.441 -0.026
O -2.1221 -0.8573 -0.7259 -2.047 -0.647 -3.021
```
Positions in Å, forces in eV/Å.

Computed properties:
LUMO energy ... 1.052 eV
SMILES ... CN1[C@@H]2C[C@H]1[C@@H]1O[C@@H]12
Relative energy (zero: lowest compared OMol25 entry of this formula, charge and spin) ... 177.99 kcal per mole
Total energy ... -363.7406 a.u.
HOMO level ... -8.39 eV


No. 11
C6H9NO | the ωB97M-V functional and the def2-TZVPD basis

Geometry as XYZ:
```
17
Properties=species:S:1:pos:R:3:forces:R:3
C 1.9300 -0.2406 0.0802 3.049 -2.821 -1.201
C 1.6220 1.2134 0.0687 -0.302 3.809 0.796
C 0.2695 0.7277 -0.4420 -3.686 1.404 0.536
C -1.7855 -0.3080 -0.1830 -1.792 -0.124 -0.029
C -0.6964 -1.4279 -0.0135 0.066 -0.721 -0.383
C 0.4452 -0.5343 0.2830 1.322 -1.084 1.170
H 2.1412 1.9967 -0.5425 0.008 -1.200 0.451
H 1.5197 1.6714 1.1344 0.118 -0.961 -1.689
H 0.0552 0.6229 -1.4912 1.509 -0.282 -0.877
H -1.2464 1.2890 0.8557 0.151 0.692 1.307
H -2.3372 -0.3709 -1.1672 0.649 -0.255 1.070
H -2.5365 -0.4315 0.6412 0.426 0.343 -0.867
H -0.8440 -2.1956 0.7696 -0.356 0.622 -0.300
H -0.5736 -1.9629 -0.9385 0.081 -0.246 -0.497
H 0.2954 -0.2526 1.3347 0.209 0.189 0.076
N -1.1836 1.0675 -0.1043 0.709 -0.581 -0.568
O 2.9252 -0.8644 -0.2853 -2.161 1.216 1.005
```
Positions in Å, forces in eV/Å.

Computed properties:
LUMO energy ... 0.759 eV
Relative energy (zero: lowest compared OMol25 entry of this formula, charge and spin) ... 68.31 kcal per mole
Total energy ... -363.9154 a.u.
HOMO level ... -9.39 eV


No. 12
C6H9NO | the ωB97M-V functional and the def2-TZVPD basis

Geometry as XYZ:
```
17
Properties=species:S:1:pos:R:3:forces:R:3
O 2.1464 0.6233 -2.4828 -0.683 -0.096 0.325
C 1.4499 0.6254 -1.4932 0.824 0.364 -0.338
C -0.0490 0.7041 -1.4667 -0.132 -1.267 -0.279
C -0.6630 0.9498 -0.0773 0.701 0.814 -0.568
C -0.8999 -0.3235 0.6962 -0.291 0.328 1.375
C -1.7899 -0.3763 1.6835 -1.160 0.103 0.361
C 1.1499 -1.5128 0.7944 1.555 -0.703 0.347
N -0.0477 -1.4182 0.4762 -0.902 0.111 -0.904
H 1.9554 0.6280 -0.5086 -0.105 -0.055 0.134
H -0.4221 -0.2854 -1.7491 0.333 -0.283 -0.083
H -0.3535 1.2367 -2.3655 -0.246 0.885 0.465
H -1.4864 1.6620 -0.1557 -0.525 -0.717 0.118
H 0.0086 1.5225 0.5617 0.584 0.115 -0.150
H -2.4732 0.4482 1.8950 0.354 0.050 -0.381
H -2.0223 -1.2246 2.3276 0.626 -0.099 -0.387
H 1.8139 -0.8288 1.3533 -0.705 0.343 -0.057
H 1.6828 -2.4303 0.5110 -0.225 0.107 0.024
```
Positions in Å, forces in eV/Å.

Computed properties:
LUMO energy ... 0.650 eV
SMILES ... C=NC(=C)CCC=O
Relative energy (zero: lowest compared OMol25 entry of this formula, charge and spin) ... 56.02 kcal per mole
Total energy ... -363.9350 a.u.
HOMO level ... -8.87 eV